No. 1
Entry from the Open Molecules 2025 dataset: a 2-piece molecular cluster, C6H9NO overall (ωB97M-V/def2-TZVPD).

The calculation puts the HOMO energy at -7.8 eV. The calculation puts the gap between HOMO and LUMO at 8.622 eV. Its charge is 0. Its structure (SMILES) is C=Cc1cc[nH]c1.O.

CARTESIAN COORDINATES (ANGSTROEM)
C  2.20942  0.46946  -0.84039
C  -1.36531  1.81490  -0.21359
H  2.21028  -2.51511  1.06627
H  -3.23461  1.37875  1.02339
C  -0.36561  0.91161  -0.52972
H  -0.36782  -1.31226  -0.38786
C  -2.39612  1.08779  0.42253
N  -2.07829  -0.27100  0.43098
H  3.01903  -3.53744  1.83642
C  -0.84802  -0.41109  -0.23923
H  1.19165  2.28771  -0.75257
H  3.20104  0.81558  -0.98935
C  1.02709  1.19121  -0.77400
H  -1.30493  2.84643  -0.38677
H  -2.59275  -1.00369  0.98298
O  2.58971  -3.34799  1.07154
H  2.13978  -0.66246  -0.93534



No. 2
Entry from the Open Molecules 2025 dataset: C48H47GeNP2V as an isolated structure (ωB97M-V/def2-TZVPD).

The calculation puts the HOMO energy (alpha / beta) at -12.5 / -12.5 eV. The expectation value of S² is 0.933. The calculation puts the gap between HOMO and LUMO (alpha / beta) at 5.195 / 5.997 eV. Its charge is +2. The spin multiplicity is 2.

CARTESIAN COORDINATES (ANGSTROEM)
H  1.65576  -3.97435  1.02208
H  -5.91707  -1.17131  -2.57893
H  -3.33630  5.42976  -4.94354
H  2.54630  2.34557  -0.55514
H  1.37120  2.10488  4.99670
H  2.81588  -2.86498  2.69356
C  0.60922  -4.08709  1.28175
H  -2.11387  -2.26848  2.21450
C  1.02752  1.09230  4.82035
H  3.29229  -6.28059  -2.70423
C  4.24793  0.71225  0.53605
H  4.58207  -0.96328  -2.41073
C  -1.14686  2.24623  -2.42153
C  1.94416  -4.63774  -2.42552
C  -1.51673  3.61244  -2.67351
H  2.21276  1.90774  -2.24613
C  -2.38847  1.55155  -4.39363
H  -1.76823  -6.48041  1.55191
C  -1.10111  4.70704  -1.86545
H  -0.49467  4.53561  -0.98384
V  0.00665  -0.61450  -0.55963
C  0.28407  3.49973  1.41800
C  5.92249  0.54345  -1.68416
C  -0.14839  4.08243  2.60281
C  3.15918  -5.29293  -2.27870
H  -4.42227  1.33275  -1.44702
H  -0.19821  -2.52984  4.21124
C  -4.94507  0.66231  -0.76009
H  -6.29720  -1.65580  -0.12089
P  2.48076  -1.17932  -0.41307
C  -1.71183  2.13848  1.36098
C  -0.15279  -2.98253  1.64683
H  4.89050  -2.93503  -0.56485
H  -3.13493  -4.51265  2.17655
C  -0.50024  2.53263  0.78333
H  1.77663  3.51506  -1.65702
C  -2.76834  2.83466  -4.63676
C  0.48087  -0.68942  3.30307
H  0.83633  -2.86725  -2.01406
H  -2.56870  7.27474  -3.51951
C  -2.28491  6.25484  -3.29013
C  3.97330  -0.19802  -0.48491
H  5.16084  -5.19813  -1.49874
C  0.68275  0.27332  5.89077
Ge  0.05426  1.88512  -0.93998
C  -1.87011  -0.90027  -0.56969
C  -2.08779  -4.38915  1.92637
C  -2.70993  5.23345  -4.07892
C  -4.83747  -1.23174  -2.42591
P  0.54928  -1.33190  1.64079
C  -1.31714  -5.49592  1.57465
H  1.22205  3.82259  0.97820
H  -6.01934  0.74407  -0.94107
H  4.10630  -2.22746  1.67142
H  5.60279  2.20996  1.25484
C  -3.08054  -0.87830  -0.77212
C  -5.21739  -1.73073  0.02372
C  5.37585  1.51437  0.45585
C  1.84739  2.46038  -1.38159
H  -4.34938  -0.57116  -3.14484
H  -3.07893  2.41616  2.99855
C  -2.13440  2.71380  2.55525
C  -1.35437  3.68513  3.17205
C  -2.33918  3.89373  -3.79675
H  -1.29286  0.23353  -3.11626
H  -4.51847  -2.25914  -2.61245
C  1.78669  -3.37013  -1.88644
H  3.58982  0.79018  1.39282
H  -0.03117  -1.65584  6.50690
H  3.42592  -1.22730  2.96211
H  -4.74322  0.98018  0.26623
H  -1.69028  4.14081  4.09803
C  4.21271  -4.68298  -1.60279
C  -4.51959  -0.80138  -0.98411
N  2.19180  -1.43969  1.24867
H  0.45007  4.85304  3.07683
C  0.13592  -1.51445  4.37550
H  0.76612  0.64824  6.90389
C  4.05705  -3.41188  -1.06888
C  -1.51246  -3.13193  1.95330
H  6.56986  0.48732  -2.55128
H  -2.33500  1.40013  0.87293
H  -4.91911  -2.77069  -0.12772
H  0.61593  -6.20857  0.97235
H  -1.13912  6.80256  -1.53413
C  4.80108  -0.27115  -1.60635
C  3.19252  -1.97109  2.20283
H  -2.70010  0.75283  -5.05884
H  -3.39790  3.06767  -5.49056
H  1.17574  1.25746  2.69360
C  0.23608  -1.02232  5.67032
C  0.02283  -5.34600  1.25005
C  0.92223  0.61553  3.52591
H  7.09535  2.05189  -0.70984
H  1.13045  -5.10838  -2.96170
C  -1.57335  1.26083  -3.27377
C  6.21202  1.42723  -0.65210
C  -1.46932  5.98534  -2.16442
C  2.83366  -2.74982  -1.20235
H  -4.98719  -1.44024  1.05219



No. 3
Entry from the Open Molecules 2025 dataset: the molecule C3H2N4O (ωB97M-V/def2-TZVPD).

The calculation puts the HOMO energy at -10.2 eV. The calculation puts the gap between HOMO and LUMO at 8.467 eV. Its charge is 0. Its structure (SMILES) is O=c1cnncnn1.

CARTESIAN COORDINATES (ANGSTROEM)
N  1.55548  -0.52372  0.34009
C  -0.53440  -1.23141  -0.35085
H  2.16763  1.04551  1.04939
O  -2.39184  0.06037  0.53430
N  -0.71724  1.35205  -0.52533
C  -1.16071  0.13650  0.09792
H  -1.43509  -1.98390  -0.75591
C  1.33677  0.69768  0.47438
N  0.71531  -1.25790  -0.42716
N  0.46409  1.70482  -0.43684



No. 4
Entry from the Open Molecules 2025 dataset: C3H5BrClNO as an isolated structure (ωB97M-V/def2-TZVPD).

The calculation puts the HOMO energy (alpha / beta) at -7.3 / -7.3 eV. The calculation puts the gap between HOMO and LUMO (alpha / beta) at 7.606 / 7.607 eV. Its charge is 0.

CARTESIAN COORDINATES (ANGSTROEM)
C  -1.04366  -0.49751  0.65430
H  1.84734  -0.40605  2.60870
H  0.64468  0.08651  -0.30890
C  -0.93152  -0.06759  -1.82660
O  -1.85388  -0.70158  1.42833
H  -1.99886  -0.13932  -2.06299
N  -0.40152  -0.21711  -0.41103
Br  1.03608  1.90252  2.18197
C  1.33261  0.07142  1.87988
Cl  2.29304  -0.01271  0.29956
H  -0.40370  0.91317  -2.10780
H  -0.52060  -0.93176  -2.33542



Ordered strongest force on any atom results: 4.5 0.8 7.9 4.8; unit eV Å⁻¹.